[1]
64
Properties=species:S:1:pos:R:3:lowdin_charge:R:1 method="wB97M-V/def2-TZVPD" e_above_lowest_kcal_mol=14.3 homo_energy_ev=-4.01 charge=-1 lumo_energy_ev=2.79 orbital_gap_ev=6.797 energy_ha=-2477.32423
Au 0.57460 0.62040 -0.24610 0.74
C -3.11430 -5.56480 -1.77830 -0.11
C -1.99230 -5.25630 -2.52790 -0.09
C -1.32300 -4.06370 -2.32460 -0.09
C -1.77130 -3.14750 -1.37360 -0.36
C -2.90200 -3.47410 -0.63030 -0.12
C -3.56790 -4.66840 -0.82690 -0.10
P -0.93690 -1.52250 -0.96140 1.04
C 0.59440 -1.92300 -1.85910 -0.43
C 0.95800 -1.33960 -3.06350 -0.09
C 2.14300 -1.70880 -3.67220 -0.09
C 2.96830 -2.65150 -3.07970 -0.10
C 2.60690 -3.23500 -1.87610 -0.09
C 1.42050 -2.87440 -1.26780 -0.13
C -1.88580 -0.47640 -2.13090 -0.31
C -2.64830 -1.03390 -3.13360 -0.09
C -3.45470 -0.23640 -3.95580 -0.09
C -3.55610 1.10590 -3.72620 -0.05
C -2.83110 1.71020 -2.68100 -0.19
C -2.96030 3.08520 -2.40420 -0.07
C -2.24220 3.64540 -1.38510 -0.11
C -1.32100 2.87380 -0.66640 -0.15
C -1.11120 1.52910 -0.90810 -0.32
C -1.93440 0.92730 -1.89980 -0.22
H -3.62740 -6.50320 -1.93100 0.09
H -1.64020 -5.94930 -3.28270 0.10
H -0.45290 -3.83800 -2.92760 0.10
H -3.26240 -2.76280 0.10320 0.10
H -4.44380 -4.90500 -0.23790 0.10
H 0.30960 -0.60230 -3.51680 0.10
H 2.42610 -1.26080 -4.61470 0.10
H 3.90200 -2.92880 -3.55080 0.09
H 3.25350 -3.96420 -1.40550 0.10
H 1.11850 -3.32980 -0.33060 0.10
H -2.63070 -2.10020 -3.30890 0.09
H -3.99930 -0.69830 -4.76960 0.09
H -4.19920 1.72930 -4.33400 0.10
H -3.63860 3.68020 -3.00520 0.10
H -2.36180 4.69670 -1.14710 0.09
H -0.74680 3.35700 0.11600 0.08
Cl 3.81920 0.99020 -0.53340 0.31
C 2.50700 0.00930 0.23080 -0.85
H 2.72270 0.10520 1.29910 -0.07
H 2.75860 -1.01300 -0.05690 -0.05
C 0.03890 -0.01040 4.43610 -0.30
P 0.17080 0.11460 2.56080 0.86
C -1.62680 0.32340 2.24310 -0.32
C 0.39840 -1.68750 2.34720 -0.42
C 1.67170 -2.18180 2.61170 -0.13
C 1.91980 -3.54050 2.60740 -0.10
C 0.89180 -4.42650 2.32800 -0.11
C -0.36920 -3.94480 2.02730 -0.10
C -0.61680 -2.58310 2.04020 -0.15
H 1.02550 -0.21960 4.84630 0.02
H -0.65060 -0.79050 4.75950 0.03
H -0.29790 0.95150 4.81820 0.02
H -2.23580 -0.31000 2.88650 0.03
H -1.82430 0.12590 1.19070 -0.02
H -1.86130 1.36980 2.44020 0.03
H 2.46940 -1.48600 2.82820 0.09
H 2.91360 -3.91070 2.82570 0.10
H 1.07700 -5.49230 2.33930 0.09
H -1.16800 -4.63220 1.77780 0.10
H -1.61150 -2.22610 1.82940 0.07

***

[2]
24
Properties=species:S:1:pos:R:3:mulliken_spin:R:1 method="wB97M-V/def2-TZVPD" s2=0.7817 homo_energy_ev="-11.04 / -12.87" charge=+1 lumo_energy_ev="-4.01 / -4.05" orbital_gap_ev="7.030 / 8.820" energy_ha=-1445.67486 spin_multiplicity=2
O -2.61405 -0.44444 -1.76597 0.00
C -1.71041 0.26776 -2.33003 0.00
O -1.75525 1.51496 -2.16728 0.00
Ca -3.28376 1.35561 -0.81503 0.00
O -0.65300 -0.33073 -2.80541 0.00
C 0.63104 0.33515 -2.81235 -0.03
C 1.36730 0.17552 -1.51805 0.58
H 0.52182 1.38280 -3.11653 0.00
H 1.16561 -0.15998 -3.63500 0.04
H 2.21622 0.86049 -1.42950 0.01
H 1.76059 -0.84180 -1.41608 0.00
C 1.49934 0.05528 2.83189 0.00
C 0.52700 -0.32852 1.74755 0.42
O -0.70885 0.25274 2.05883 0.03
C -1.83671 -0.07307 1.41019 0.01
O -1.94640 -1.23243 0.97495 0.01
O -2.49529 0.92121 0.96523 0.01
O 2.73786 -0.56064 2.55847 0.00
Li -2.75282 -1.90332 -0.57433 0.00
H 1.12020 -0.26701 3.81982 0.02
H 1.57984 1.15542 2.85498 0.01
H 0.43536 -1.41531 1.64686 0.01
H 3.23185 -0.65730 3.37681 0.00
H 0.96250 -0.06238 0.13999 -0.12

***

[3]
22
Properties=species:S:1:pos:R:3:lowdin_charge:R:1 method="wB97M-V/def2-TZVPD" e_above_lowest_kcal_mol=305.1 homo_energy_ev=-12.98 charge=+1 lumo_energy_ev=-7.10 orbital_gap_ev=5.878 energy_ha=-308.30644
C -0.87004 0.07244 -0.90985 -0.12
N 0.35310 0.53825 -1.53677 -0.10
C 0.29402 1.31691 -2.75980 -0.10
C -0.60526 -0.16632 0.65164 -0.45
N 0.27747 0.82546 1.09323 0.10
C 0.79003 -1.51678 2.24006 -0.13
C 0.14915 -1.51971 0.83706 -0.19
H -1.09191 -0.94881 -1.25884 0.17
H -1.85958 0.90136 -0.89446 0.25
H 0.90176 1.01564 -0.82269 0.11
H 1.29070 1.41370 -3.18483 0.10
H -0.32646 0.86178 -3.56281 0.11
H -0.14943 2.32447 -2.80452 0.10
H -1.54147 -0.11434 1.20030 0.11
H -1.21174 1.23687 -1.38784 0.24
H -0.92583 0.36208 3.41496 0.30
H 0.86883 1.61211 1.27517 0.08
H 1.36789 -2.43010 2.40972 0.09
H 1.47186 -0.67036 2.19143 0.06
H 0.11399 -1.33866 3.10857 0.04
H -0.36519 -2.41502 0.48384 0.12
H 1.06811 -1.36097 0.21645 0.13

***

[4]
90
Properties=species:S:1:pos:R:3:mulliken_spin:R:1 method="wB97M-V/def2-TZVPD" e_above_lowest_kcal_mol=0.0 s2=6.0510 homo_energy_ev="-19.12 / -21.33" charge=+4 lumo_energy_ev="-12.39 / -16.33" orbital_gap_ev="6.737 / 4.996" energy_ha=-2110.34828 spin_multiplicity=5
Pd 0.30999 0.11928 -0.19289 1.36
C -0.97080 0.41462 -1.65387 0.09
O -1.83289 0.28755 -2.40140 0.03
C 1.29817 -0.15617 1.42230 -0.01
O 1.90008 -0.44815 2.36010 0.04
P 1.73487 -1.18756 -1.50970 0.25
C 2.92054 0.01352 -2.24639 0.08
H 3.61216 -0.61912 -2.82474 0.02
C 2.80522 -2.36258 -0.55607 0.02
H 3.13138 -1.73669 0.29146 -0.01
C 0.95244 -1.99846 -2.97952 0.05
H 0.44089 -1.15541 -3.47282 -0.01
C -3.23498 1.71390 0.70643 0.05
P -1.38061 1.61466 1.07066 0.33
H -0.78652 3.93130 1.21193 -0.01
H -3.24499 1.98538 -0.35931 -0.01
C -1.29841 1.89409 2.91948 0.07
H -2.02894 2.70010 3.09176 0.03
C 2.00758 -3.53916 0.00603 0.04
H 2.61746 -4.01822 0.78683 0.00
H 1.79494 -4.28945 -0.76769 0.00
H 1.05952 -3.22476 0.46027 -0.03
C 4.04653 -2.84472 -1.30550 0.04
H 3.78328 -3.51915 -2.12900 0.00
H 4.66403 -3.40093 -0.58672 0.00
H 4.65242 -2.02221 -1.70203 0.00
C 1.94891 -2.61086 -3.96069 0.04
H 2.76157 -1.92616 -4.23015 0.00
H 1.39664 -2.85537 -4.87945 0.01
H 2.38237 -3.53736 -3.56336 0.00
C -0.11675 -3.01070 -2.57299 -0.03
H -0.70944 -3.26172 -3.46626 0.00
H -0.79665 -2.61326 -1.80942 0.04
H 0.32345 -3.94106 -2.18804 0.00
C 2.21671 0.97761 -3.20669 0.02
H 1.78476 0.46152 -4.07302 0.00
H 2.95953 1.70108 -3.56578 0.00
H 1.40858 1.54070 -2.71884 0.00
C 3.71000 0.75169 -1.15857 0.02
H 3.05782 1.34181 -0.49878 0.00
H 4.39906 1.44633 -1.65757 0.00
H 4.29334 0.06811 -0.52839 0.00
C -3.97912 2.78902 1.49290 0.04
H -3.50997 3.77650 1.44841 0.00
H -4.10801 2.50824 2.54444 0.00
H -4.98437 2.88078 1.06214 0.01
C -3.94960 0.37381 0.84879 0.02
H -4.01116 0.05096 1.89671 0.00
C 0.80284 2.97682 0.06602 0.12
H -3.44751 -0.40929 0.27033 -0.01
H -4.97431 0.47721 0.46387 0.00
C -1.43821 3.72575 -0.83478 0.00
H 0.89990 2.15435 -0.68966 -0.09
H 1.23301 3.84516 -0.44364 0.01
H 1.40782 2.73820 0.95706 -0.02
C -0.68898 3.20749 0.38867 0.09
H -0.88115 4.56066 -1.27491 0.00
H -2.43640 4.09128 -0.58587 0.00
H -1.53393 2.95592 -1.60634 0.00
C 0.07230 2.38210 3.39751 0.00
H 0.85602 1.65264 3.15766 0.00
H 0.03291 2.49110 4.49150 0.00
H 0.34222 3.35810 2.97331 0.00
C -1.73954 0.65468 3.69905 0.04
H -1.11826 -0.21287 3.44048 0.00
H -2.79088 0.39067 3.53027 0.00
H -1.61665 0.84451 4.77470 0.00
H 2.20548 4.62852 -2.35050 0.00
H 2.68211 4.19052 -2.73245 0.00
C -0.32297 -3.03667 2.91796 -0.02
N -1.53806 -3.27781 2.18352 0.66
C -2.73137 -3.32650 2.99815 -0.01
C -1.77918 -2.82348 0.88439 -0.09
N -1.55426 -1.62535 0.39852 0.15
N -2.41364 -3.72575 0.08734 0.35
C -2.63725 -5.11312 0.49330 -0.01
C -3.19456 -3.29582 -1.06459 -0.01
H -0.06207 -3.91397 3.53113 0.03
H -0.45873 -2.18668 3.59953 0.05
H 0.52372 -2.84799 2.25334 0.00
H -3.64959 -3.26577 2.39364 0.01
H -2.81776 -4.22313 3.62549 0.03
H -2.72424 -2.46776 3.68296 0.03
H -1.62816 -0.88939 1.09678 0.00
H -3.68332 -5.30684 0.80912 0.01
H -2.42315 -5.79649 -0.34252 0.02
H -1.96565 -5.38608 1.33639 0.00
H -4.28587 -3.35172 -0.87036 0.03
H -2.93785 -2.24454 -1.27857 0.01
H -2.97004 -3.91761 -1.94416 0.01

***

[5]
7
Properties=species:S:1:pos:R:3:lowdin_charge:R:1 method="wB97M-V/def2-TZVPD" e_above_lowest_kcal_mol=32.0 homo_energy_ev=-11.08 lumo_energy_ev=0.68 orbital_gap_ev=11.761 energy_ha=-262.11289
C 1.58151 -1.60020 0.34963 -0.09
C -1.21971 1.08764 -0.83050 -0.40
N 0.90825 -1.16465 1.18162 0.03
N -0.13141 0.61763 -0.66202 0.17
O -2.31058 1.48453 -0.72893 0.16
H 0.71496 -0.87156 2.11722 0.07
H 0.45698 0.44662 -1.42702 0.06

***

[6]
8
Properties=species:S:1:pos:R:3:lowdin_charge:R:1 method="wB97M-V/def2-TZVPD" e_above_lowest_kcal_mol=179.1 homo_energy_ev="-11.42 / -8.63" lumo_energy_ev="-1.02 / -2.20" orbital_gap_ev="10.398 / 6.432" energy_ha=-382.24508
C 0.33313 1.37593 -0.08064 -0.19
C 0.60871 0.05234 -0.45160 -0.19
N 0.25676 2.47948 0.24261 0.18
O 1.11222 -0.86222 0.31267 0.07
O -1.87523 -0.66133 -0.47382 -0.02
F -2.33665 -1.42558 0.57663 -0.12
H 0.48735 -0.35927 -1.37839 0.10
H 1.41370 -0.59934 1.25254 0.19